{
  "formula": "C14H30Br2ClF3MgN5O6",
  "method": "ωB97M-V/def2-TZVPD",
  "molar_mass_da": 640.98,
  "total_charge": -1,
  "total_energy_ev": -200933.284,
  "lumo_energy_ha": -0.0425,
  "elements": ["C", "C", "N", "N", "C", "N", "C", "N", "N", "C", "Br", "C", "C", "Br", "H", "H", "H", "H", "H", "H", "H", "H", "H", "H", "H", "H", "C", "O", "H", "H", "H", "H", "C", "O", "H", "H", "H", "H", "C", "O", "H", "H", "H", "C", "C", "O", "C", "O", "C", "F", "F", "F", "H", "H", "H", "H", "H", "H", "Mg", "O", "H", "Cl"],
  "positions_angstrom": [[4.3541, -0.2114, -1.9363], [3.1850, 0.8359, -2.0065], [2.1267, 0.5325, -1.0023], [1.0195, 1.3358, -1.3101], [1.0551, 2.6570, -1.4415], [-0.1697, 3.1550, -1.7117], [-0.9418, 2.0513, -1.7443], [-2.2522, 2.2075, -2.0139], [-0.2533, 0.9163, -1.4993], [-0.8879, -0.3685, -1.4564], [-2.4360, -0.5091, -0.2683], [-0.5564, -1.4363, -2.1488], [-1.3130, -2.7639, -2.0750], [0.9520, -1.4101, -3.3533], [4.3133, -0.8159, -1.0154], [4.2910, -0.8287, -2.8473], [5.3069, 0.3387, -1.9200], [3.6546, 1.8228, -1.8233], [2.7372, 0.7826, -3.0110], [2.4303, 0.8804, -0.0788], [1.9536, 3.2705, -1.3520], [-3.0044, 1.8531, -1.4456], [-2.4968, 2.6477, -2.8899], [-1.6586, -2.9691, -1.0306], [-2.1912, -2.7125, -2.7466], [-0.6480, -3.5757, -2.3945], [-5.7949, -1.0512, 1.5901], [-4.6885, -0.7349, 2.4435], [-6.6748, -0.5306, 1.9643], [-5.5896, -0.7212, 0.5676], [-5.9819, -2.1260, 1.5932], [-3.9222, -1.1986, 2.1034], [-0.6104, 0.9382, -5.9462], [-1.5945, 1.4010, -5.0229], [-0.7977, 1.3957, -6.9146], [0.3872, 1.2218, -5.5999], [-0.6756, -0.1479, -6.0419], [-1.4092, 0.9819, -4.1766], [-1.1835, -5.6779, 0.0964], [-1.8007, -5.5954, -1.1059], [-1.8135, -5.4347, 0.9888], [-0.7616, -6.6486, 0.4099], [-0.3094, -5.0073, 0.2649], [0.9950, 2.1484, 4.9537], [2.2841, 2.6018, 5.6175], [3.4382, 1.8898, 5.2179], [4.0909, 2.2488, 3.9591], [4.3324, 3.5264, 3.8666], [3.3437, 1.6921, 2.6974], [2.8260, 0.4688, 2.9167], [4.2031, 1.5288, 1.6480], [2.3226, 2.4574, 2.2363], [0.9479, 0.9753, 4.8534], [0.1259, 2.4829, 5.5318], [0.8953, 2.5770, 3.9544], [2.1851, 2.3991, 6.6897], [2.4238, 3.6865, 5.5256], [4.9770, 1.5743, 3.9976], [-2.9400, -4.0470, -0.0406], [-5.9574, -3.2065, 0.2757], [-6.8866, -3.0998, 0.4845], [1.0436, -0.6543, 4.9240]],
  "forces_ev_per_a": [[-0.5, 0.6, -0.1], [1.3, -0.7, 0.2], [-0.1, 0.4, 0.1], [1.9, 0.4, 0.7], [-1.5, 0.7, -0.4], [1.3, -1.6, 0.1], [-0.3, 2.4, 0.1], [-0.8, -0.9, -0.5], [-1.6, -0.1, -0.2], [-0.2, 0.5, 1.1], [0.9, 0.3, -0.4], [0.3, -1.1, -0.6], [0.6, 0.4, -0.5], [-0.9, 0.0, 0.5], [-0.1, 0.2, -0.5], [0.3, -0.1, 0.6], [-0.3, -0.3, -0.1], [-0.6, -0.3, -0.2], [0.1, 0.3, 0.5], [0.0, -0.6, -0.1], [-0.3, -0.5, 0.1], [0.3, -0.3, -0.1], [0.1, 0.3, 0.3], [0.9, 0.6, -0.9], [0.4, -0.1, 0.4], [-0.5, 0.1, 0.3], [-0.1, 0.5, 0.8], [0.1, 0.6, 0.1], [0.1, 0.4, 0.1], [-0.2, -0.1, 0.0], [0.2, 0.6, 0.0], [0.1, -0.2, 0.2], [0.0, -0.1, 0.3], [0.0, 0.1, 0.0], [-0.1, 0.1, 0.1], [0.1, -0.1, -0.2], [0.1, 0.0, -0.1], [-0.1, -0.1, -0.1], [1.5, -0.1, 1.0], [-1.7, 1.7, 0.3], [-0.5, 0.0, 0.6], [-0.4, -0.2, -0.3], [0.0, 0.2, -0.3], [-0.2, 0.4, -0.4], [-0.1, -0.2, 0.3], [-0.2, -0.7, -0.5], [0.4, 1.5, 0.6], [0.0, -0.2, -0.7], [-0.4, -0.4, 1.5], [0.0, 0.0, -0.6], [0.0, 0.2, -0.5], [0.2, 0.0, -0.6], [0.0, 2.4, 0.2], [0.0, -0.1, 0.1], [-0.1, -0.1, 0.0], [0.2, -0.1, 0.0], [0.2, 0.0, -0.2], [0.1, -0.2, 0.1], [-1.1, -1.8, -0.7], [1.7, -1.4, -1.4], [-0.2, -0.6, -0.1], [-0.3, -2.9, 0.1]],
  "nbo_charge": [-0.62, -0.24, -0.43, 0.01, 0.26, -0.42, 0.57, -0.84, -0.21, 0.03, 0.12, -0.04, -0.62, 0.11, 0.25, 0.21, 0.23, 0.20, 0.20, 0.42, 0.26, 0.43, 0.44, 0.09, 0.26, 0.29, -0.27, -0.73, 0.15, 0.13, 0.24, 0.44, -0.25, -0.73, 0.19, 0.16, 0.17, 0.45, -0.28, -0.99, 0.04, 0.19, 0.14, -0.65, -0.07, -0.57, 0.33, -0.90, 0.91, -0.33, -0.38, -0.36, 0.23, 0.18, 0.18, 0.16, 0.18, 0.08, 1.56, -1.33, 0.43, -0.62]
}